{"formula": "C59H53GaN3O18S", "method": "the ωB97M-V functional and the def2-TZVPD basis", "gap_ev": 3.9, "total_energy_ha": -6121.322259, "total_charge": -1, "elements": ["C", "C", "C", "C", "Ga", "C", "C", "S", "C", "N", "N", "C", "O", "C", "C", "C", "N", "O", "H", "H", "H", "H", "H", "H", "H", "H", "H", "H", "H", "H", "H", "H", "H", "H", "H", "H", "H", "H", "H", "C", "C", "C", "O", "C", "C", "C", "O", "H", "H", "H", "H", "C", "C", "C", "O", "C", "C", "C", "O", "H", "H", "H", "H", "C", "C", "C", "O", "C", "C", "C", "O", "H", "H", "H", "H", "C", "C", "C", "O", "C", "C", "C", "O", "H", "H", "H", "H", "C", "C", "C", "O", "C", "C", "C", "O", "H", "H", "H", "H", "C", "C", "C", "O", "C", "C", "C", "O", "H", "H", "H", "H", "C", "C", "C", "O", "C", "C", "C", "O", "H", "H", "H", "H", "C", "C", "C", "O", "C", "C", "C", "O", "H", "H", "H", "H"], "positions_angstrom": [[3.70382, -8.07762, -3.56507], [4.36214, -6.89849, -4.26863], [5.22624, -6.13034, -3.28007], [3.40187, -5.97443, -5.05611], [1.39849, -6.01723, -4.61424], [0.38987, -7.27362, -5.90820], [-0.62671, -8.17121, -5.20789], [-2.32417, -7.58832, -5.50082], [-2.98661, -7.42033, -3.91518], [-4.24609, -7.12827, -3.70563], [-4.37961, -7.01573, -2.31915], [-3.20380, -7.25744, -1.82915], [-2.27308, -7.51953, -2.77641], [0.67975, -4.11663, -4.97586], [-0.81772, -3.96172, -4.75279], [-1.19560, -3.69286, -3.33906], [-2.54223, -3.17378, -3.16791], [-0.46955, -3.86260, -2.40525], [3.09626, -8.64557, -4.26384], [4.48227, -8.75451, -3.20401], [3.12484, -7.76671, -2.70391], [5.05821, -7.33970, -4.98763], [4.65033, -5.79217, -2.42177], [5.74062, -5.30565, -3.76227], [5.99846, -6.79796, -2.89196], [3.69882, -4.94681, -4.84974], [3.56272, -6.10507, -6.12454], [1.05768, -6.48222, -3.11032], [-0.12879, -6.63930, -6.62798], [1.09122, -7.87287, -6.48291], [-0.60762, -9.18285, -5.60832], [-0.45551, -8.25829, -4.13988], [-2.95717, -7.25129, -0.78790], [1.23550, -3.43198, -4.33799], [0.93610, -3.86653, -6.00242], [-1.39364, -4.81018, -5.12533], [-1.21513, -3.09524, -5.29239], [-2.98725, -3.74408, -2.45650], [-2.44701, -2.24433, -2.77476], [0.86191, -3.78240, 0.63880], [-0.34469, -3.33117, 0.97150], [-0.65324, -2.90972, 2.35652], [-1.75603, -2.50268, 2.67049], [0.43204, -2.99850, 3.36683], [1.63866, -3.45008, 3.03430], [1.95131, -3.87871, 1.64454], [3.05508, -4.28478, 1.35391], [1.09595, -4.09684, -0.37282], [-1.14585, -3.25763, 0.24668], [0.18155, -2.67389, 4.36963], [2.44928, -3.52358, 3.74927], [2.08187, -0.56182, -6.19047], [2.02047, 0.72891, -5.87459], [3.10818, 1.38090, -5.11417], [3.04530, 2.56594, -4.82389], [4.27047, 0.55595, -4.71574], [4.33567, -0.73541, -5.02918], [3.24757, -1.39790, -5.79651], [3.29569, -2.56862, -6.08277], [1.29762, -1.06865, -6.73813], [1.18303, 1.35729, -6.15016], [5.05101, 1.05606, -4.15670], [5.17153, -1.36192, -4.74487], [-3.51699, 0.50952, 3.11903], [-2.22150, 0.72051, 3.33332], [-1.67883, 2.09325, 3.48714], [-0.49931, 2.29114, 3.68439], [-2.63855, 3.22458, 3.39350], [-3.93335, 3.01296, 3.18034], [-4.47291, 1.63762, 3.02735], [-5.65869, 1.45064, 2.83848], [-3.92686, -0.48592, 3.00331], [-1.51300, -0.09481, 3.40584], [-2.22195, 4.21708, 3.51002], [-4.65091, 3.82081, 3.11101], [-7.87641, 5.59849, 5.87648], [-9.01363, 5.95000, 5.28471], [-9.58652, 5.13739, 4.17993], [-10.62213, 5.45865, 3.63797], [-8.84157, 3.92040, 3.76684], [-7.70450, 3.56759, 4.36195], [-7.13564, 4.38300, 5.46239], [-6.09525, 4.07252, 6.00865], [-7.44368, 6.17827, 6.68047], [-9.56964, 6.83312, 5.57305], [-9.27601, 3.34384, 2.96014], [-7.14476, 2.68727, 4.07124], [4.01627, 6.48901, -5.54238], [3.89549, 5.31569, -6.16033], [4.45141, 5.11254, -7.52302], [4.34489, 4.04971, -8.09580], [5.14658, 6.25933, -8.16380], [5.26457, 7.42822, -7.54143], [4.70756, 7.63591, -6.17994], [4.81494, 8.70502, -5.61772], [3.61549, 6.66832, -4.55284], [3.39668, 4.45909, -5.71719], [5.54400, 6.08451, -9.15571], [5.76467, 8.27842, -7.98780], [-5.31805, 7.19502, 8.37043], [-4.01467, 7.39816, 8.54029], [-3.45955, 8.76833, 8.68358], [-2.27311, 8.95481, 8.83893], [-4.41600, 9.90390, 8.62894], [-5.71904, 9.70143, 8.45822], [-6.27330, 8.33178, 8.31678], [-7.46427, 8.15334, 8.16235], [-5.73794, 6.20239, 8.26262], [-3.30076, 6.58560, 8.58121], [-3.98928, 10.89307, 8.73494], [-6.43385, 10.51319, 8.41438], [-1.44565, -1.10865, 8.23265], [-1.33735, -1.34534, 9.53676], [-0.53606, -2.48586, 10.04925], [-0.43859, -2.70264, 11.23740], [0.14070, -3.35160, 9.04982], [0.03273, -3.11503, 7.74571], [-0.76809, -1.97366, 7.23488], [-0.86672, -1.75486, 6.04661], [-2.02422, -0.28445, 7.83522], [-1.82127, -0.72793, 10.28259], [0.71875, -4.17665, 9.44583], [0.51578, -3.73451, 7.00036], [5.32294, 3.48442, -2.45037], [5.25967, 4.77324, -2.12766], [6.34451, 5.43272, -1.35930], [6.28593, 6.60624, -1.06178], [7.50868, 4.59804, -0.96481], [7.57489, 3.30930, -1.28546], [6.48716, 2.65212, -2.05353], [6.55096, 1.47639, -2.34630], [4.54190, 2.98614, -3.01282], [4.42109, 5.39929, -2.40277], [8.28806, 5.09986, -0.40562], [8.41182, 2.68135, -1.00754]], "forces_ev_per_a": [[0.55, -0.18, -0.08], [-0.03, 0.13, -0.41], [0.22, -0.53, 0.08], [-0.19, -0.09, 0.71], [0.18, 0.33, -0.32], [-0.09, 0.38, 0.32], [0.26, -0.37, -0.31], [0.10, 0.03, 0.14], [-1.16, 0.25, -0.22], [0.77, -0.17, 0.28], [1.00, -0.21, 0.10], [-1.30, 0.33, -0.43], [0.05, -0.02, 0.16], [0.09, -0.76, 0.23], [0.56, 0.79, -0.33], [-0.38, -0.20, -0.50], [-0.12, -0.19, -0.20], [0.46, 0.00, 0.96], [-0.34, -0.03, 0.01], [0.08, -0.13, 0.10], [-0.34, 0.08, 0.01], [0.13, -0.06, -0.14], [-0.16, 0.30, 0.02], [-0.06, 0.31, -0.01], [0.12, -0.04, 0.17], [0.04, 0.23, -0.09], [-0.12, -0.08, -0.22], [-0.07, -0.07, 0.05], [-0.01, 0.07, -0.18], [0.14, -0.19, -0.05], [-0.07, -0.20, -0.02], [-0.10, 0.15, 0.19], [0.38, -0.09, 0.11], [0.01, 0.21, 0.14], [-0.04, 0.02, -0.23], [-0.21, -0.15, 0.07], [-0.26, 0.03, -0.15], [-0.09, 0.07, 0.16], [-0.09, 0.09, 0.09], [0.10, -0.07, -0.15], [-0.08, 0.02, 0.04], [0.02, -0.05, -0.03], [-0.05, 0.08, -0.03], [0.11, -0.03, 0.02], [-0.05, 0.02, 0.00], [-0.06, 0.02, -0.02], [0.02, 0.00, 0.03], [-0.02, 0.00, 0.00], [0.03, -0.01, -0.03], [-0.04, 0.00, -0.10], [0.02, -0.01, -0.03], [-0.03, 0.05, 0.00], [-0.02, -0.01, -0.02], [-0.04, 0.02, -0.06], [0.03, -0.14, 0.10], [-0.01, 0.04, -0.03], [-0.01, 0.02, 0.01], [-0.11, -0.02, 0.08], [0.21, 0.00, -0.16], [0.01, -0.05, 0.02], [0.01, 0.02, 0.02], [0.01, -0.07, 0.02], [-0.02, -0.02, 0.00], [-0.04, -0.02, -0.01], [0.08, -0.02, 0.02], [-0.03, -0.03, 0.00], [0.01, 0.02, 0.02], [-0.03, 0.02, -0.01], [0.01, 0.02, 0.01], [0.03, -0.02, 0.02], [-0.01, 0.00, 0.01], [0.02, -0.01, -0.01], [-0.02, 0.00, 0.02], [0.03, -0.01, 0.00], [-0.02, -0.02, 0.00], [0.00, 0.02, 0.01], [0.00, -0.01, -0.02], [0.00, -0.01, -0.01], [-0.01, 0.00, 0.00], [0.02, 0.03, 0.03], [-0.01, -0.04, 0.01], [-0.01, 0.00, -0.01], [0.03, 0.02, 0.01], [-0.06, 0.02, 0.02], [-0.01, 0.00, -0.01], [-0.01, 0.01, 0.00], [0.01, 0.01, -0.03], [-0.01, -0.05, -0.03], [-0.05, -0.01, 0.01], [0.02, -0.02, 0.01], [0.00, 0.00, -0.01], [0.01, 0.03, 0.00], [0.01, -0.02, -0.02], [0.00, 0.01, 0.01], [-0.01, 0.00, 0.00], [0.00, 0.03, 0.01], [0.06, 0.11, -0.04], [-0.01, -0.03, 0.00], [0.00, 0.02, 0.03], [-0.03, 0.00, 0.00], [-0.02, 0.00, -0.01], [0.01, -0.01, 0.00], [0.01, 0.00, 0.01], [-0.03, 0.01, -0.01], [0.03, 0.02, 0.01], [0.02, 0.01, 0.02], [0.05, -0.05, -0.03], [0.01, 0.00, -0.01], [0.02, 0.01, 0.00], [0.03, -0.01, 0.00], [-0.03, -0.02, 0.00], [-0.01, 0.01, 0.04], [0.00, 0.01, -0.03], [0.00, 0.00, 0.00], [0.00, 0.00, 0.01], [0.00, 0.00, -0.03], [0.01, -0.01, 0.02], [-0.03, 0.01, -0.01], [-0.01, 0.06, 0.11], [0.01, -0.01, -0.03], [0.01, -0.02, 0.02], [-0.01, 0.01, 0.03], [-0.01, 0.01, -0.02], [-0.01, -0.04, 0.01], [0.03, -0.03, 0.00], [-0.02, 0.01, 0.00], [0.01, 0.01, 0.00], [0.01, -0.03, 0.00], [0.01, 0.02, 0.02], [0.00, 0.01, 0.01], [0.02, 0.04, -0.02], [-0.01, 0.07, -0.02], [-0.01, 0.02, 0.01], [-0.02, 0.03, 0.00], [-0.01, -0.03, -0.01]]}